Arrangement w

# C3H10NO2

A cluster of 2 separate species, C3H10NO2 in total (ωB97M-V/def2-TZVPD, the Open Molecules 2025 dataset).

CARTESIAN COORDINATES (ANGSTROEM)
C (0.7159, 0.7961, 0.6065)
N (0.8424, -0.0568, -0.5508)
C (0.9059, -1.4878, -0.1831)
O (-0.2245, -1.9682, 0.4088)
C (-0.0433, 2.0727, 0.2861)
H (1.7447, 1.0699, 0.9216)
H (0.2913, 0.3410, 1.5016)
H (-0.0442, -0.0122, -1.0358)
H (1.2115, -1.9828, -1.1273)
H (1.7724, -1.6779, 0.4743)
H (0.3746, 2.6091, -0.5838)
H (-1.0388, 1.8066, -0.0928)
H (-0.1662, 2.6979, 1.1773)
H (-2.8959, -1.3397, -0.4263)
H (-1.3097, -1.6351, -0.3670)
O (-2.1362, -1.2328, -1.0093)

E_HOMO ... -3.5326 eV
Frontier orbital gap ... 7.76 eV
Total charge ... -1
Lowest unoccupied orbital energy ... 4.2 eV

***

Arrangement x

# C3H10NO2

A cluster of 2 separate species, C3H10NO2 in total (ωB97M-V/def2-TZVPD, the Open Molecules 2025 dataset).

CARTESIAN COORDINATES (ANGSTROEM)
N (-1.0537, -1.1512, -0.3391)
C (-1.8921, -0.3656, 0.7035)
O (-2.5768, -1.1440, 1.5049)
H (-1.6140, -1.2839, -1.1732)
H (-1.0189, -2.0707, 0.1010)
H (-1.1393, 0.2968, 1.1922)
H (-2.4993, 0.3319, 0.0599)
C (1.6287, 0.7283, -1.0819)
O (1.5882, -0.2414, -0.0733)
C (2.0988, 2.0516, -0.5048)
H (2.3106, 0.4275, -1.8845)
H (0.6384, 0.8593, -1.5325)
H (0.7171, -0.7194, -0.1561)
H (3.0561, 1.8965, 0.0002)
H (2.2407, 2.7972, -1.2851)
H (1.3838, 2.4076, 0.2312)

E_HOMO ... -2.6830 eV
Frontier orbital gap ... 6.57 eV
Total charge ... -1
Lowest unoccupied orbital energy ... 3.9 eV

***

From most stable to least stable, the computed energies give arrangement w, arrangement x.

***

Arrangement w

# C3H10NO2

A cluster of 2 separate species, C3H10NO2 in total (ωB97M-V/def2-TZVPD, the Open Molecules 2025 dataset).

CARTESIAN COORDINATES (ANGSTROEM)
C (-0.8510, 0.6476, -0.6019)
O (-0.1844, 1.2987, 0.3916)
C (-0.9342, -0.8907, -0.3547)
C (0.3539, -1.5765, -0.8028)
N (-1.1634, -1.1339, 1.0779)
H (-0.3764, 0.8355, -1.5891)
H (-1.8940, 1.0251, -0.7117)
H (-1.7615, -1.2861, -0.9393)
H (1.1972, -0.9687, -0.4590)
H (0.4450, -2.5537, -0.3790)
H (0.4197, -1.6950, -1.8850)
H (-0.7244, -0.3077, 1.4986)
H (-2.1593, -1.0692, 1.2547)
H (1.3388, 1.3515, 0.0617)
H (2.4950, 1.0074, 0.9843)
O (2.3726, 1.4358, 0.1274)

E_HOMO ... -3.4176 eV
Frontier orbital gap ... 7.85 eV
Total charge ... -1
Lowest unoccupied orbital energy ... 4.4 eV

***

Arrangement x

# C3H10NO2

A cluster of 2 separate species, C3H10NO2 in total (ωB97M-V/def2-TZVPD, the Open Molecules 2025 dataset).

CARTESIAN COORDINATES (ANGSTROEM)
C (-0.5483, 0.0665, 0.9818)
O (-1.1940, 0.5446, -0.1310)
C (0.3751, -1.1409, 0.6470)
C (1.8906, -1.0046, 0.8837)
N (0.1887, -1.7665, -0.6763)
H (0.0998, 0.7559, 1.5796)
H (-1.3221, -0.3834, 1.6456)
H (0.0546, -1.9189, 1.3584)
H (2.1195, 0.0598, 0.5486)
H (2.4628, -1.7779, 0.3630)
H (2.2815, -0.9054, 1.8990)
H (0.7440, -1.1269, -1.2715)
H (-0.6799, -1.2910, -1.0053)
H (-0.8474, 1.9204, -0.9521)
H (-1.0203, 3.5312, -1.1773)
O (-0.7075, 2.7122, -1.5618)

E_HOMO ... -3.3663 eV
Frontier orbital gap ... 7.59 eV
Total charge ... -1
Lowest unoccupied orbital energy ... 4.2 eV

***

From most stable to least stable, the computed energies give arrangement w, arrangement x.

***

Arrangement w

# CH2IOP

A cluster of 2 separate species, CH2IOP in total (ωB97M-V/def2-TZVPD, the Open Molecules 2025 dataset).

CARTESIAN COORDINATES (ANGSTROEM)
C (0.2663, -0.3085, -0.1114)
O (-1.7306, 1.3364, -0.4109)
P (-0.4615, 1.2983, 0.2888)
I (2.3453, -0.5815, 0.0298)
H (-0.2971, -0.7152, -0.9565)
H (-0.1224, -1.0295, 1.1602)

E_HOMO ... -9.5550 eV
Frontier orbital gap ... 8.79 eV
Lowest unoccupied orbital energy ... -0.8 eV

***

Arrangement x

# CH2IOP

A cluster of 2 separate species, CH2IOP in total (ωB97M-V/def2-TZVPD, the Open Molecules 2025 dataset).

CARTESIAN COORDINATES (ANGSTROEM)
C (-0.3767, 0.7744, 0.1740)
O (-0.6933, 0.4081, 1.2773)
P (0.0775, -0.4262, -1.1653)
I (-0.8950, -2.3742, -0.1508)
H (-0.1655, 1.9050, -0.2906)
H (2.0530, -0.2870, 0.1553)

E_HOMO (alpha / beta) ... -9.1425 / -9.6259 eV
Frontier orbital gap (alpha / beta) ... 7.78 / 7.63 eV
Lowest unoccupied orbital energy (alpha / beta) ... -1.4 / -2.0 eV

***

From most stable to least stable, the computed energies give arrangement w, arrangement x.

***

Arrangement w

# C2H7N2O

A cluster of 2 separate species, C2H7N2O in total (ωB97M-V/def2-TZVPD, the Open Molecules 2025 dataset).

CARTESIAN COORDINATES (ANGSTROEM)
C (-0.1396, -0.3156, -2.2890)
O (-0.7041, 0.7549, -1.5387)
H (-0.2082, 0.0765, -3.3103)
H (0.8892, -0.5540, -2.0004)
H (-0.7077, -1.2507, -2.2224)
N (1.1585, -0.7591, 1.0308)
C (-0.0340, 0.0792, 1.0679)
N (-0.2936, 0.4580, 2.2569)
H (0.9927, -1.6838, 0.6526)
H (1.5056, -0.8496, 1.9901)
H (-0.3985, 0.5507, -0.5595)
H (-1.0352, 1.1305, 2.4061)

E_HOMO ... -2.2433 eV
Frontier orbital gap ... 6.63 eV
Total charge ... -1
Lowest unoccupied orbital energy ... 4.4 eV

***

Arrangement x

# C2H7N2O

The ion C2H7N2O with charge -1 (ωB97M-V/def2-TZVPD, the Open Molecules 2025 dataset).

CARTESIAN COORDINATES (ANGSTROEM)
C (1.4499, 0.4180, -0.3491)
C (0.1415, 0.6571, 0.2144)
N (-0.8277, -0.1402, -0.4358)
N (-0.8664, -1.4452, 0.1700)
O (-2.2155, 0.7402, 0.0402)
H (1.4749, -0.6080, -0.5884)
H (1.7457, 0.8105, -1.3230)
H (2.3364, 0.5850, 0.2276)
H (0.0538, 0.6559, 1.3338)
H (-0.3429, 1.6456, 0.1283)
H (-1.4603, -1.3096, 1.0098)
H (-1.4894, -2.0091, -0.4277)

E_HOMO ... -2.4786 eV
Frontier orbital gap ... 7.03 eV
Total charge ... -1
Lowest unoccupied orbital energy ... 4.5 eV

***

From most stable to least stable, the computed energies give arrangement w, arrangement x.